Record 1
C4H6N2O in the gas phase, computed with ωB97M-V with the def2-TZVPD basis set.

DFT total energy = -9270.2894 eV
Multiplicity = 1
Net charge = 0

Each line ends with the Mulliken charge.
Element x y z (Å)
1 N -0.0562 0.8695 1.8137  -0.50
2 C 0.1203 0.3800 0.5295  0.37
3 C 0.9226 0.8298 -0.4407  -0.83
4 N 0.9499 -0.1624 -1.4837  0.10
5 C 0.2289 -1.2449 -1.2947  -0.73
6 O -1.8209 -0.8515 -0.2736  -0.52
7 C -0.4405 -0.9532 0.0565  0.41
8 H 0.3868 1.7628 1.9862  0.23
9 H -1.0098 0.8581 2.1500  0.25
10 H 1.4968 1.7434 -0.5233  0.39
11 H 1.4397 0.0069 -2.3519  0.23
12 H -1.9410 -1.5054 -0.9820  0.36
13 H -0.2766 -1.7332 0.8141  0.24

=====

Record 2
C4H6N2O in the gas phase, computed with ωB97M-V with the def2-TZVPD basis set.

DFT total energy = -9269.7312 eV
Multiplicity = 1
Net charge = 0

Each line ends with the Mulliken charge.
Element x y z (Å)
1 N 1.8725 -0.6001 -1.3303  -0.60
2 C 0.7842 -0.1928 -0.5278  0.84
3 C -0.0725 0.8699 -0.8261  -0.66
4 N -1.0657 0.9317 0.0726  -0.08
5 C -0.9378 -0.2569 0.8831  0.70
6 O -1.5535 -0.1269 2.1159  -0.50
7 C 0.3948 -0.8449 0.6604  -1.32
8 H 2.4652 0.1640 -1.6304  0.25
9 H 2.4226 -1.2665 -0.8006  0.28
10 H -0.0387 1.5668 -1.6610  0.37
11 H -1.8695 1.5399 0.0415  0.22
12 H -1.0434 -0.6785 2.7230  0.34
13 H -1.3582 -1.1057 0.2798  0.16

=====

Record 3
2 unconnected molecules or ions with the total composition C4H6N2O, computed with ωB97M-V with the def2-TZVPD basis set.

DFT total energy = -9266.7415 eV
Multiplicity = 1
Net charge = 0

Each line ends with the Mulliken charge.
Element x y z (Å)
1 C 2.5574 0.5198 -0.1467  -0.60
2 O 1.9564 -0.3848 0.8024  -0.29
3 C 0.6697 -0.5001 0.7435  0.85
4 C -0.0577 -1.3917 1.7853  -0.46
5 N -1.2711 -1.1110 1.3529  0.05
6 C -1.3393 -0.4742 0.0110  -0.22
7 N -0.0940 0.0476 -0.1745  -0.40
8 H 2.2110 0.2793 -1.1527  0.33
9 H 3.6320 0.3815 -0.0423  0.23
10 H 2.2664 1.5418 0.1037  0.30
11 H -4.4606 1.5502 -2.6801  0.21
12 H -2.0936 -1.5680 1.7261  0.21
13 H -3.9765 1.1096 -2.3285  -0.20

=====

Record 4
2 unconnected molecules or ions with the total composition C4H6N2O, computed with ωB97M-V with the def2-TZVPD basis set.

DFT total energy = -9269.3207 eV
SMILES = C#CCO.N=C=N
Multiplicity = 1
Net charge = 0

Each line ends with the Mulliken charge.
Element x y z (Å)
1 C -2.2486 1.4283 0.4954  0.01
2 C -1.7410 0.3871 0.1869  -0.26
3 C -1.0848 -0.8696 -0.1603  -0.52
4 O 0.0500 -1.0676 0.6593  -0.60
5 H -2.6900 2.3484 0.7643  0.39
6 H -0.8036 -0.8312 -1.2233  0.25
7 H -1.8051 -1.6936 -0.0267  0.29
8 H 0.9143 -1.5281 0.1703  0.42
9 N 2.3021 -0.7833 -0.4182  -0.62
10 C 1.8234 0.3373 -0.1697  0.65
11 N 1.4185 1.4687 -0.2545  -0.52
12 H 3.2598 -1.0283 -0.2339  0.23
13 H 0.6050 1.8318 0.2104  0.29

=====

Record 5
C4H6N2O in the gas phase, computed with ωB97M-V with the def2-TZVPD basis set.

DFT total energy = -9272.1756 eV
SMILES = C/N=C(/C)N=C=O
Multiplicity = 1
Net charge = 0

Each line ends with the Mulliken charge.
Element x y z (Å)
1 C -1.5670 1.2353 -0.3847  -0.78
2 N -1.0318 -0.1157 -0.4959  -0.53
3 C 0.0497 -0.3917 0.1452  0.68
4 C 0.5749 -1.8071 0.1195  -0.86
5 N 0.7059 0.5087 0.9362  -0.39
6 C 1.6854 0.9361 0.4555  0.61
7 O 2.6733 1.3535 -0.0248  -0.44
8 H -2.5260 1.2811 -0.9105  0.29
9 H -1.7541 1.5140 0.6579  0.30
10 H -0.9011 1.9678 -0.8523  0.25
11 H 1.6643 -1.8258 0.2070  0.32
12 H 0.1428 -2.3576 0.9603  0.23
13 H 0.2839 -2.2985 -0.8134  0.30

=====

Record 6
A molecular structure, C4H6N2O, computed with ωB97M-V with the def2-TZVPD basis set.

DFT total energy = -9267.9618 eV
Multiplicity = 1
Net charge = 0

Each line ends with the Mulliken charge.
Element x y z (Å)
1 C 0.7226 -1.7962 0.7418  -0.66
2 C 1.1927 0.2769 -0.8121  0.01
3 C -0.6806 1.3615 -0.5176  -0.53
4 C -0.7073 0.1637 0.1950  0.51
5 H 0.1377 -1.5158 1.9763  0.24
6 H 2.0442 -1.6837 0.6431  0.26
7 H 0.3240 -2.8814 0.3268  0.22
8 H 2.1957 -0.1909 -1.2226  0.24
9 H -1.2950 2.3631 -0.2538  0.23
10 H -1.9702 0.6960 1.5217  0.41
11 N 0.4068 -0.6282 -0.0644  0.15
12 N 0.6393 1.4049 -1.1675  -0.54
13 O -1.4904 -0.2824 0.9987  -0.54

=====

Record 7
C4H6N2O in the gas phase, computed with ωB97M-V with the def2-TZVPD basis set.

DFT total energy = -9267.6324 eV
SMILES = C=C(C)N(O)C#N
Multiplicity = 1
Net charge = 0

Each line ends with the Mulliken charge.
Element x y z (Å)
1 C -1.2580 0.0318 -0.8407  -1.10
2 C 0.0708 0.0143 -0.3957  0.78
3 C 1.2954 -0.4325 -1.1110  -1.05
4 N 0.0243 0.2041 0.9337  0.30
5 O 1.1538 0.2641 1.7432  -0.44
6 C -1.3978 0.2260 1.3244  0.15
7 N -2.1999 0.5168 2.1288  -0.50
8 H -1.7976 0.9746 -0.8274  0.27
9 H -1.5773 -0.6256 -1.6444  0.29
10 H 2.1797 -0.4879 -0.4739  0.34
11 H 1.1356 -1.4199 -1.5519  0.29
12 H 1.5318 0.2623 -1.9232  0.29
13 H 0.8392 0.4719 2.6382  0.37

=====

Record 8
C4H6N2O in the gas phase, computed with ωB97M-V with the def2-TZVPD basis set.

DFT total energy = -9270.6212 eV
SMILES = O=C1NC[C@H]2CN12
Multiplicity = 1
Net charge = 0

Each line ends with the Mulliken charge.
Element x y z (Å)
1 O 0.1487 -2.3947 0.1224  -0.59
2 C -0.0932 -1.2878 -0.2975  0.57
3 N -1.2436 -0.5271 -0.1657  -0.32
4 C -0.9162 0.9020 -0.2693  -0.49
5 C 0.6319 0.9027 -0.4278  0.08
6 C 1.2866 0.0031 0.5973  -0.67
7 N 0.9367 -0.4529 -0.7846  -0.44
8 H -1.8328 -0.8377 0.5937  0.26
9 H -1.2974 1.4557 0.5944  0.28
10 H -1.3672 1.3231 -1.1765  0.30
11 H 1.0923 1.7256 -0.9764  0.33
12 H 2.1274 -0.6452 0.8267  0.45
13 H 0.5267 -0.1667 1.3633  0.22

=====

Record 9
A molecular structure, C4H6N2O, computed with ωB97M-V with the def2-TZVPD basis set.

DFT total energy = -9267.9766 eV
Multiplicity = 1
Net charge = 0

Each line ends with the Mulliken charge.
Element x y z (Å)
1 C 1.7334 0.4896 0.1644  -0.82
2 C 0.7550 0.3156 -0.8278  0.44
3 C 0.3362 -1.0559 -0.8408  -0.20
4 N -0.8418 -1.0455 -0.2655  0.05
5 C -1.0613 0.3348 0.1200  -0.22
6 O -2.3190 0.5732 0.5575  -0.45
7 N -0.3434 1.1370 -0.6579  -0.53
8 H 1.8617 1.4824 0.5859  0.33
9 H 2.5801 -0.1902 0.2573  0.25
10 H 0.1482 0.2178 1.1909  0.17
11 H 0.9109 -1.9588 -1.0076  0.41
12 H -1.3677 -1.8341 0.0841  0.21
13 H -2.3923 1.5340 0.6396  0.35

=====

Record 10
2 unconnected molecules or ions with the total composition C4H6N2O, computed with ωB97M-V with the def2-TZVPD basis set.

DFT total energy = -9270.4945 eV
Multiplicity = 1
Net charge = 0

Each line ends with the Mulliken charge.
Element x y z (Å)
1 O 1.7048 2.5539 0.7798  -0.19
2 C 1.2353 1.6352 1.2578  0.15
3 N 1.4510 -0.2590 -0.7868  -0.46
4 C 0.4089 -1.0699 -0.1896  -0.43
5 C -0.8037 -0.2208 -0.1127  0.32
6 C -2.0844 0.1573 0.4345  -0.31
7 N -1.1193 0.9524 -0.4252  -0.51
8 H 2.3417 -0.7356 -0.8320  0.20
9 H 0.6759 -1.3255 0.8446  0.28
10 H 0.1862 -2.0196 -0.7051  0.32
11 H 1.1704 0.0252 -1.7187  0.21
12 H -3.0227 -0.1363 -0.0314  0.23
13 H -2.1444 0.4428 1.4847  0.20

=====

Record 11
C4H6N2O in the gas phase, computed with ωB97M-V with the def2-TZVPD basis set.

DFT total energy = -9272.2978 eV
SMILES = Nc1ccc(O)[nH]1
Multiplicity = 1
Net charge = 0

Each line ends with the Mulliken charge.
Element x y z (Å)
1 N 0.9862 -0.5961 1.9589  -0.57
2 C 0.4531 -0.4351 0.6644  0.12
3 C 0.9675 -0.7091 -0.5750  -0.46
4 C 0.0157 -0.2602 -1.5550  -0.50
5 C -1.0248 0.2800 -0.8681  0.11
6 O -2.0464 1.1004 -1.2625  -0.54
7 N -0.7768 0.1462 0.4873  -0.08
8 H 1.9678 -0.3394 1.9450  0.26
9 H 0.5373 0.0453 2.5998  0.26
10 H 1.9488 -1.1091 -0.7753  0.38
11 H 0.1342 -0.2477 -2.6324  0.43
12 H -1.6390 1.9805 -1.2524  0.34
13 H -1.5061 0.2188 1.1791  0.24

=====

Record 12
C4H6N2O in the gas phase, computed with ωB97M-V with the def2-TZVPD basis set.

DFT total energy = -9271.6604 eV
SMILES = Nc1ccc(O)[nH]1
Multiplicity = 1
Net charge = 0

Each line ends with the Mulliken charge.
Element x y z (Å)
1 N 0.6141 -1.5098 1.5406  -0.51
2 C 0.5677 -0.4906 0.5731  -0.06
3 C 0.8272 -0.5375 -0.7661  -0.36
4 C -0.0313 0.4202 -1.4298  -0.57
5 C -0.5815 1.1538 -0.4151  0.39
6 O -1.5289 2.1171 -0.4704  -0.51
7 N -0.2326 0.6314 0.7908  -0.06
8 H 1.2760 -1.4883 2.3067  0.22
9 H 0.5960 -2.4063 1.0732  0.23
10 H 1.4930 -1.2340 -1.2587  0.41
11 H -0.7185 0.1229 -2.1983  0.22
12 H -1.5685 2.3928 -1.3967  0.34
13 H -0.7128 0.8281 1.6508  0.25

=====

Record 13
C4H6N2O in the gas phase, computed with ωB97M-V with the def2-TZVPD basis set.

DFT total energy = -9269.3792 eV
SMILES = Nc1c[nH]c(O)c1
Multiplicity = 1
Net charge = 0

Each line ends with the Mulliken charge.
Element x y z (Å)
1 N -2.0191 0.7445 -0.3457  -0.60
2 C -0.7396 0.1497 -0.2825  0.32
3 C -0.3942 -1.2004 -0.1441  -0.57
4 N 0.9421 -1.3368 -0.0684  0.04
5 C 1.5661 -0.0560 -0.2017  -0.21
6 O 1.7628 0.5760 1.1794  -0.49
7 C 0.4615 0.8080 -0.4088  -0.19
8 H -2.7546 0.0535 -0.3329  0.24
9 H -2.1781 1.3920 0.4187  0.26
10 H -1.0673 -2.0517 -0.1466  0.36
11 H 1.4100 -2.2286 -0.1861  0.24
12 H 2.3986 1.2737 1.0122  0.31
13 H 0.6059 1.8787 -0.4932  0.30

=====

Record 14
C4H6N2O in the gas phase, computed with ωB97M-V with the def2-TZVPD basis set.

DFT total energy = -9270.4580 eV
SMILES = Cc1ncc(O)[nH]1
Multiplicity = 1
Net charge = 0

Each line ends with the Mulliken charge.
Element x y z (Å)
1 C -0.1786 -2.0615 0.4000  -1.04
2 C -0.0762 -0.6544 -0.0583  0.52
3 N -0.9859 -0.0777 -0.8551  -0.57
4 C -0.4991 1.1473 -1.0528  -0.14
5 C 0.6584 1.4302 -0.3213  -0.01
6 O 0.0743 2.3194 0.6870  -0.48
7 N 0.9281 0.1712 0.2652  -0.02
8 H -1.1839 -2.4204 0.1714  0.29
9 H -0.0037 -2.1391 1.4782  0.32
10 H 0.5509 -2.6863 -0.1203  0.29
11 H -1.0418 1.9231 -1.5813  0.34
12 H -0.0302 3.1808 0.2798  0.31
13 H 1.7877 -0.1326 0.7074  0.19

=====

Record 15
A molecular structure, C4H6N2O, computed with ωB97M-V with the def2-TZVPD basis set.

DFT total energy = -9269.6355 eV
Multiplicity = 1
Net charge = 0

Each line ends with the Mulliken charge.
Element x y z (Å)
1 C -2.2166 0.5445 0.1870  -0.39
2 C -1.2523 -0.3916 0.4768  -0.13
3 C -0.3738 -0.9873 -0.4793  -0.10
4 N 0.8894 -0.7950 -0.6683  -0.60
5 C 1.4127 0.2408 0.1281  0.62
6 N 2.7583 0.3592 -0.0106  -0.38
7 O 0.7453 0.9658 0.8593  -0.58
8 H -2.2417 1.1400 -0.7324  0.23
9 H -2.4734 -0.7477 0.2872  0.21
10 H -2.9485 0.8259 0.9445  0.32
11 H -0.8167 -1.8162 -1.0440  0.35
12 H 3.2551 0.9943 0.5906  0.24
13 H 3.2622 -0.3328 -0.5389  0.22

=====

Record 16
C4H6N2O in the gas phase, computed with ωB97M-V with the def2-TZVPD basis set.

DFT total energy = -9272.0314 eV
SMILES = C=C1CNC(O)=N1
Multiplicity = 1
Net charge = 0

Each line ends with the Mulliken charge.
Element x y z (Å)
1 C -0.6900 1.0451 1.7500  -0.85
2 C -0.4961 0.3881 0.6004  0.56
3 C 0.5692 0.9062 -0.3222  -0.38
4 N 0.9794 -0.3313 -0.9775  -0.25
5 C -0.0689 -1.1972 -0.7385  0.41
6 O -0.0089 -2.3843 -1.3438  -0.47
7 N -0.9858 -0.8391 0.1009  -0.65
8 H 0.1625 1.5960 2.1416  0.21
9 H -1.5682 1.0074 2.3724  0.27
10 H 1.2574 1.4685 0.3147  0.31
11 H 0.1496 1.6222 -1.0436  0.20
12 H 1.4181 -0.3530 -1.8882  0.27
13 H -0.7183 -2.9286 -0.9663  0.38

=====

Record 17
C4H6N2O in the gas phase, computed with ωB97M-V with the def2-TZVPD basis set.

DFT total energy = -9270.7632 eV
Multiplicity = 1
Net charge = 0

Each line ends with the Mulliken charge.
Element x y z (Å)
1 N -2.1339 0.3893 -0.0928  -0.18
2 C -2.0121 -0.8939 0.2729  -0.26
3 O -0.7907 -1.4157 0.0683  -0.18
4 C 0.3239 -0.7077 -0.4737  -0.80
5 C 1.0219 0.0992 0.6278  -0.14
6 C 2.2285 0.7551 0.1176  0.17
7 N 3.1728 1.2603 -0.3186  -0.38
8 H -1.4446 0.9905 -0.5362  0.18
9 H -3.0506 0.7933 0.0201  0.25
10 H 0.0406 -0.0733 -1.3226  0.40
11 H 0.9988 -1.4776 -0.8532  0.38
12 H 0.3501 0.8564 1.0456  0.29
13 H 1.2954 -0.5760 1.4447  0.27

=====

Record 18
A molecular structure, C4H6N2O, computed with ωB97M-V with the def2-TZVPD basis set.

DFT total energy = -9271.4485 eV
Multiplicity = 1
Net charge = 0

Each line ends with the Mulliken charge.
Element x y z (Å)
1 C -2.1087 0.4950 -0.1179  -1.04
2 C -0.6753 0.0834 -0.0489  0.68
3 C -0.2555 -1.1695 -0.2907  -0.47
4 N 1.0674 -1.4399 0.1266  -0.54
5 C 1.4793 -0.2428 0.1659  0.59
6 N 2.6267 0.3518 -0.1968  -0.44
7 O 0.3862 0.8290 0.3794  -0.47
8 H -2.2886 1.5206 -0.4460  0.31
9 H -2.5944 -0.1893 -0.8281  0.29
10 H -2.5985 0.3470 0.8506  0.25
11 H -0.7683 -1.9093 -0.8677  0.34
12 H 2.4761 1.3406 -0.2499  0.25
13 H 3.3054 -0.0719 -0.8175  0.25

=====

Record 19
2 unconnected molecules or ions with the total composition C4H6N2O, computed with ωB97M-V with the def2-TZVPD basis set.

DFT total energy = -9268.7204 eV
Multiplicity = 1
Net charge = 0

Each line ends with the Mulliken charge.
Element x y z (Å)
1 N -0.5368 -0.8908 1.7720  -0.59
2 C -0.1615 -0.4820 0.4692  -0.01
3 C -0.8371 0.5400 -0.3681  0.32
4 O -2.0516 0.8156 -0.3339  -0.69
5 C 0.2356 0.9711 -1.2937  -0.34
6 C 1.4046 0.4300 -0.8793  -0.55
7 N 1.2037 -0.3873 0.2157  -0.03
8 H -1.4435 -1.3366 1.7223  0.31
9 H -0.6884 -0.0472 2.3319  0.27
10 H -1.5087 -0.8731 -0.8381  0.26
11 H 0.0585 1.6221 -2.1333  0.43
12 H 2.4070 0.5854 -1.2651  0.38
13 H 1.9353 -0.9696 0.6065  0.24

=====

The molecular weight results, record by record, are as follows: 98.10 98.10 98.10 98.10 98.10 98.11 98.10 98.10 98.10 98.10 98.10 98.10 98.10 98.10 98.10 98.10 98.10 98.10 98.10 g mol⁻¹.
The energy relative to the best compared isomer or geometry (same formula, charge and spin) results, record by record, are as follows: 74.08 86.95 155.90 96.42 30.58 127.76 135.35 66.43 127.41 69.35 27.77 42.46 95.07 70.19 89.16 33.91 63.16 47.35 110.26 kcal/mol.